Entry 1:
Molecular formula: C4H6OS
Method: DFT, wB97M-V/def2-TZVPD

Cartesian coordinates (Å):
C  0.38968  -0.77227  1.38047
C  0.61070  0.36240  0.47923
C  -0.47810  0.76964  -0.36297
C  -0.59330  0.39706  -1.57489
H  -0.37826  -1.48877  -0.06405
H  1.11212  1.29977  0.87587
H  1.15881  0.02900  -0.42165
H  -1.28563  1.52345  0.21787
H  -1.56157  0.68465  -2.04271
H  0.03925  -0.26628  -2.10979
O  -0.17026  -1.79271  0.78940
S  1.15657  -0.74595  2.83323

As for the SMILES: C=CCC(O)=S. Its spin multiplicity is 1. The lowest unoccupied orbital energy comes out at 0.0096 Eh.

---

Entry 2:
Molecular formula: C26H71BN6O4
Method: DFT, wB97M-V/def2-TZVPD

Cartesian coordinates (Å):
B  -12.71171  -1.38249  -5.85158
H  -13.27774  -1.27525  -4.93926
H  -13.29550  -0.97862  -6.66418
H  -11.79273  -0.82232  -5.77460
H  -12.52846  -2.42670  -6.05228
C  -4.57345  0.71566  -1.90564
C  -5.95714  1.27400  -2.29832
N  -7.08613  0.45489  -1.98685
C  -8.01252  0.00383  -2.92773
C  -8.77149  -0.91884  -2.29857
N  -8.31792  -1.08835  -1.04020
C  -7.25983  -0.20043  -0.82630
C  -8.98759  -1.84146  0.00255
H  -3.78771  1.20369  -2.48230
H  -4.63542  -0.34456  -2.15098
H  -4.32315  0.84127  -0.85223
H  -5.93341  1.44503  -3.37456
H  -6.10597  2.30784  -1.98668
H  -8.02223  0.31047  -3.96325
H  -9.67792  -1.42356  -2.59863
H  -6.52263  -0.27599  -0.04067
H  -10.05813  -1.70391  -0.14945
H  -8.71330  -1.52209  1.00797
H  -8.79203  -2.90038  -0.16641
C  -11.40077  4.69656  -1.62871
N  -12.48548  4.23091  -0.64829
C  -11.94640  3.02377  0.10339
C  -12.73833  5.44714  0.35710
C  -13.82172  3.98119  -1.40049
C  -14.03556  2.60145  -1.95908
O  -13.17822  2.41838  -3.09291
H  -11.69242  5.54280  -2.25074
H  -11.29024  3.83641  -2.28904
H  -10.49997  4.98983  -1.08960
H  -12.82747  2.70714  0.66157
H  -11.04542  3.19104  0.69361
H  -11.62525  2.28560  -0.63150
H  -11.81231  5.62094  0.90518
H  -13.42621  5.16693  1.15485
H  -12.96348  6.40205  -0.11783
H  -13.87813  4.76562  -2.15519
H  -14.71132  4.16958  -0.79948
H  -15.06408  2.48358  -2.30017
H  -14.00236  1.84121  -1.17868
H  -13.13737  1.49576  -3.35503
C  -19.31645  -7.14170  -8.36923
N  -18.26038  -6.23918  -7.64429
C  -18.77829  -5.67391  -6.28229
C  -16.96116  -7.08590  -7.44951
C  -17.92701  -5.03837  -8.57759
C  -16.71666  -4.15368  -8.12155
O  -16.70041  -3.77023  -6.73574
H  -19.66604  -7.98001  -7.76664
H  -18.84805  -7.42948  -9.31043
H  -20.20754  -6.53997  -8.54815
H  -17.99975  -5.35023  -5.59148
H  -19.20557  -6.56534  -5.82307
H  -19.49227  -4.91031  -6.59088
H  -17.21242  -8.14607  -7.41804
H  -16.30858  -6.88230  -6.60053
H  -16.30121  -6.92070  -8.30115
H  -18.80821  -4.48347  -8.89958
H  -17.61623  -5.57744  -9.47254
H  -16.55519  -3.33668  -8.82479
H  -15.74538  -4.59248  -8.34994
H  -15.82355  -3.51956  -6.43594
C  -9.77558  -6.61855  -10.10276
N  -9.31305  -5.42678  -9.26572
C  -7.76805  -5.43568  -9.51062
C  -10.00798  -4.11939  -9.87305
C  -9.52657  -5.55326  -7.67735
C  -8.68206  -4.58370  -6.82447
O  -9.02783  -3.24104  -7.17022
H  -9.45756  -7.48344  -9.52058
H  -9.31584  -6.47683  -11.08084
H  -10.86147  -6.63056  -10.00905
H  -7.68188  -5.50062  -10.59526
H  -7.22884  -6.25304  -9.03180
H  -7.45646  -4.42484  -9.24753
H  -9.52386  -3.30076  -9.34051
H  -11.08117  -4.24361  -9.72845
H  -9.87793  -4.15640  -10.95463
H  -9.26392  -6.56534  -7.36942
H  -10.59157  -5.36516  -7.54134
H  -7.61104  -4.75482  -6.93287
H  -8.81423  -4.80779  -5.76597
H  -9.93002  -3.14260  -6.85724
C  -12.48729  2.78628  -9.44066
N  -11.93107  2.07975  -10.68082
C  -10.40917  1.68582  -10.38995
C  -12.83272  0.87672  -10.95532
C  -11.97344  3.07947  -11.87897
C  -11.20681  2.64836  -13.16426
O  -11.58713  1.38818  -13.64661
H  -13.45821  3.19189  -9.72506
H  -11.79892  3.56609  -9.11486
H  -12.60116  2.00741  -8.68669
H  -10.12846  0.91070  -11.10303
H  -10.37556  1.37208  -9.34662
H  -9.81119  2.53939  -10.70921
H  -12.37385  0.36644  -11.80216
H  -13.83037  1.20075  -11.25161
H  -12.89448  0.35583  -9.99983
H  -11.54445  4.02299  -11.54159
H  -13.02370  3.29419  -12.07630
H  -10.15352  2.45581  -12.96032
H  -11.08659  3.42388  -13.92070
H  -11.62086  1.49649  -14.59987

Its spin multiplicity is 1. The net charge is +4. The lowest unoccupied orbital energy comes out at -0.2736 Eh.

---

Entry 3:
Molecular formula: C25H31BF4N7OSZr
Method: DFT, wB97M-V/def2-TZVPD

Cartesian coordinates (Å):
Zr  -0.40619  0.32528  -0.53185
C  2.09116  -0.53848  -2.24475
N  0.63707  -0.40552  -2.55171
C  0.13551  -1.72678  -3.04879
C  -1.19599  -2.13073  -2.48826
C  -2.04656  -2.92028  -3.24192
C  -3.22387  -3.37926  -2.67504
C  -3.50359  -3.04238  -1.36152
C  -2.61648  -2.23002  -0.68441
N  -1.47808  -1.76753  -1.22510
C  0.44183  0.60505  -3.62128
C  0.57040  1.99500  -3.08528
C  0.93448  3.04636  -3.90649
C  1.00862  4.32287  -3.37534
C  0.71598  4.50278  -2.03202
C  0.35560  3.41028  -1.27442
N  0.28387  2.16324  -1.78361
C  2.25646  -1.48015  -1.08253
C  3.45760  -2.10241  -0.79206
C  3.49800  -3.00562  0.25956
C  2.32454  -3.29301  0.94360
C  1.16977  -2.62546  0.58275
N  1.13794  -1.70593  -0.38537
H  2.60986  -0.93323  -3.12429
H  2.50536  0.44650  -2.02468
H  0.09964  -1.70969  -4.13876
H  0.85959  -2.49366  -2.77443
H  -1.78195  -3.17447  -4.25925
H  -3.90969  -3.98719  -3.24965
H  -4.40513  -3.37659  -0.86921
H  -2.81857  -1.91996  0.33081
H  1.15821  0.43269  -4.42929
H  -0.56047  0.46802  -4.03251
H  1.15130  2.85986  -4.94958
H  1.29062  5.16017  -3.99939
H  0.75354  5.47922  -1.57123
H  0.08175  3.51854  -0.23647
H  4.33513  -1.90340  -1.39311
H  4.42227  -3.50456  0.51857
H  2.29779  -4.03661  1.72731
H  0.22183  -2.86321  1.04889
O  1.44822  0.69499  0.31737
N  1.88173  1.52917  1.26993
C  3.21953  1.65421  1.44112
C  3.69158  2.47741  2.42209
C  2.77411  3.16693  3.22527
C  1.42341  3.01466  3.02323
C  0.95410  2.16881  2.00889
S  -0.68639  1.88610  1.59477
H  3.81980  1.06969  0.76131
H  4.75724  2.58714  2.55735
H  3.12904  3.82638  4.00565
H  0.70233  3.55156  3.62247
N  -3.35046  -0.83080  5.38228
C  -2.60085  -0.07825  4.29494
C  -1.19487  -0.63085  4.05106
N  -1.08652  -1.32297  2.76332
H  -4.26372  -0.40304  5.56036
H  -2.83703  -0.82018  6.26764
H  -3.51843  -1.81010  5.14153
H  -2.58194  0.95647  4.62888
H  -3.21347  -0.13758  3.39742
H  -0.86987  -1.24108  4.90371
H  -0.52524  0.22620  4.00940
H  -1.52362  -2.23995  2.77882
H  -0.09858  -1.48889  2.60313
F  -4.26980  1.05061  -1.25851
B  -2.98722  1.22525  -1.03915
F  -2.07851  0.65164  -2.06779
F  -2.48178  2.45448  -0.76229
F  -2.49195  0.33226  0.12791

Its spin multiplicity is 1. The net charge is +3. The lowest unoccupied orbital energy comes out at -0.2894 Eh.

---

Entry 4:
Molecular formula: C39H69AsN5O3PSSi2Ti
Method: DFT, wB97M-V/def2-TZVPD

Cartesian coordinates (Å):
Ti  -0.53604  0.03368  0.36893
C  -3.88902  0.08279  -2.47727
C  -4.74963  0.22083  -1.21139
C  -6.10309  0.83972  -1.57156
C  -4.98536  -1.21424  -0.71776
P  -3.74442  1.13960  0.09196
N  -2.24065  0.73361  0.01303
C  -4.45501  0.74085  1.79350
C  -3.79527  1.68563  2.81040
C  -5.97659  0.87917  1.92185
C  -4.06212  -0.69756  2.18884
C  -3.86000  3.00492  -0.19472
C  -2.69977  3.67468  0.56267
C  -5.17344  3.67921  0.20992
C  -3.59977  3.28399  -1.68332
H  -4.33054  -0.69132  -3.11143
H  -2.87613  -0.22341  -2.21782
H  -3.83928  0.99555  -3.06204
H  -6.59928  0.18055  -2.29024
H  -6.00277  1.81523  -2.04721
H  -6.76627  0.94495  -0.71303
H  -5.39097  -1.79366  -1.55090
H  -5.70639  -1.26638  0.09589
H  -4.05313  -1.68758  -0.40498
H  -4.16759  2.70673  2.72881
H  -2.70815  1.69464  2.70267
H  -4.03493  1.33059  3.81530
H  -6.33931  1.87577  1.67316
H  -6.25224  0.67723  2.96078
H  -6.50736  0.15393  1.30461
H  -3.10656  -0.98835  1.75837
H  -4.81016  -1.42563  1.88514
H  -3.97270  -0.75832  3.27537
H  -2.87832  3.74916  1.63315
H  -2.58029  4.69176  0.17856
H  -1.77092  3.12709  0.39922
H  -5.30953  3.68996  1.29177
H  -6.05127  3.21603  -0.24110
H  -5.14490  4.72162  -0.12152
H  -2.69864  2.77606  -2.02983
H  -3.45149  4.36011  -1.80582
H  -4.43408  2.99779  -2.32047
C  0.08402  -1.72292  -5.16272
Si  0.57786  -0.53393  -3.78382
C  2.41893  -0.18369  -4.04595
C  -0.33996  1.08293  -4.11566
As  0.01962  -1.45519  -1.72593
Si  1.89472  -2.77061  -1.35041
C  3.46705  -1.80389  -0.94527
C  1.64662  -3.89342  0.14609
C  2.26002  -3.90657  -2.81350
H  0.28971  -1.28217  -6.14314
H  -0.98144  -1.95449  -5.10558
H  0.63082  -2.66519  -5.09129
H  2.54422  0.22413  -5.05503
H  3.02948  -1.08564  -3.97758
H  2.81559  0.54751  -3.34031
H  0.19583  1.63619  -4.89354
H  -0.41788  1.72211  -3.23590
H  -1.34736  0.88761  -4.48524
H  3.39811  -1.41832  0.07488
H  3.66091  -0.96454  -1.61120
H  4.32751  -2.48112  -0.98658
H  1.33794  -3.34704  1.03935
H  2.60675  -4.37053  0.36830
H  0.91844  -4.68553  -0.04082
H  2.67749  -3.36071  -3.66289
H  1.34971  -4.40506  -3.15146
H  2.98576  -4.67255  -2.52413
O  -4.60017  -4.57929  8.45235
S  -3.17706  -4.34036  8.29219
O  -2.79683  -2.94339  8.20885
O  -2.31094  -5.16167  9.11786
C  -2.85500  -4.99193  6.61852
N  -3.08462  -6.29411  6.41940
C  -2.83392  -6.75912  5.20969
C  -2.36058  -5.96386  4.17117
C  -2.16866  -4.62776  4.47918
N  -2.41271  -4.14983  5.69687
C  -1.67478  -3.62211  3.49740
C  -1.56876  -3.87471  2.13317
C  -1.11346  -2.87961  1.29141
N  -0.77057  -1.65865  1.73024
C  -0.88874  -1.41470  3.04548
C  -1.31895  -2.35637  3.95491
H  -3.01338  -7.81841  5.04991
H  -2.15397  -6.38504  3.19819
H  -1.84446  -4.82765  1.70427
H  -1.02277  -3.04094  0.22427
H  -0.64542  -0.41529  3.37605
H  -1.40732  -2.11929  5.00625
C  -0.80142  2.40976  5.43447
C  0.16356  1.70256  4.52112
C  1.07825  0.78027  5.02061
C  1.94719  0.08876  4.17928
C  2.87730  -0.95757  4.72891
C  1.89430  0.33876  2.81327
C  0.97616  1.24629  2.27416
C  0.12267  1.92684  3.14828
N  0.83165  1.37759  0.86654
C  1.58144  2.45347  0.20777
C  1.36114  3.80882  0.88667
C  3.08091  2.14196  0.19771
C  1.06618  2.53083  -1.22618
H  -0.58337  2.20109  6.48090
H  -1.82671  2.08674  5.23959
H  -0.76602  3.49030  5.28442
H  1.09873  0.57960  6.08661
H  3.08369  -0.79046  5.78567
H  3.82424  -0.96612  4.18814
H  2.43497  -1.95246  4.63514
H  2.54150  -0.19808  2.12735
H  -0.59362  2.62426  2.72704
H  1.69304  3.79606  1.92624
H  0.30485  4.08586  0.86513
H  1.92790  4.58283  0.36384
H  3.48520  2.12122  1.21237
H  3.63002  2.90171  -0.36555
H  3.25657  1.17261  -0.26859
H  -0.02231  2.64214  -1.21778
H  1.30406  1.61281  -1.76513
H  1.49981  3.37904  -1.76103

The expectation value of S² is 0.75. Its spin multiplicity is 2. The net charge is -1. The lowest unoccupied orbital energy (spin up / spin down) comes out at 0.0546 / 0.0545 Eh.

---

| no. | electronic energy (eV) |
| --- | --- |
| 1 | -17125.6088 |
| 2 | -45879.1350 |
| 3 | -62554.7710 |
| 4 | -174996.3083 |